[1]
This record from the OMol25 dataset describes a 2-piece molecular cluster, C5H13NO overall in a non-equilibrium geometry. The level of theory is ωB97M-V with the def2-TZVPD basis set.

Last column: Löwdin charge in e.
Geometry (Å):
C 0.21100 -0.45813 2.02216  -0.115
N 0.36737 -0.49959 0.55813  -0.212
C 1.76188 -0.09136 0.29393  -0.235
C 1.78458 0.43946 -1.18338  -0.131
C 0.23236 0.69727 -1.41869  -0.174
C -0.39314 0.61917 -0.05142  -0.213
H 0.74717 -1.30733 2.43318  0.084
H -0.85448 -0.59544 2.16906  0.072
H 0.45023 0.52348 2.44380  0.082
H 2.27214 0.50619 1.07100  0.108
H 2.40337 -0.99882 0.37224  0.113
H 2.04485 -0.30515 -1.92059  0.092
H 2.40886 1.33664 -1.08281  0.101
H -0.12922 0.01423 -2.19343  0.104
H 0.17564 1.68165 -1.90351  0.100
H -0.25192 1.50992 0.57326  0.116
H -1.47785 0.36484 -0.00512  0.113
O -4.16238 -0.85733 -0.87005  -0.059
H -3.72381 -0.90845 -0.01721  0.020
H -3.86665 -1.67126 -1.29056  0.035

For the molar mass, the calculation gives 103.2 g/mol. For the largest force on an atom, the calculation gives 3.1 eV/Å. For the energy above the lowest of the compared OMol25 structures with the same formula, charge and spin, the calculation gives 1.6152 eV. Its SMILES is CN1CCCC1.O. For the lowest unoccupied orbital energy, the calculation gives 0.88 eV. For the HOMO-LUMO gap, the calculation gives 9.90 eV.

***

[2]
This record from the OMol25 dataset describes a 2-piece molecular cluster, C3H11N overall in a non-equilibrium geometry. The level of theory is ωB97M-V with the def2-TZVPD basis set.

Last column: Löwdin charge in e.
Geometry (Å):
N 2.75151 -2.05234 2.39686  -0.265
H 3.73006 -1.81525 2.45624  -0.063
H 2.22655 -1.52812 1.70220  -0.096
H 2.58808 -3.03228 2.18123  -0.076
C -1.16129 2.03456 -0.62729  -0.194
C -1.18128 0.55959 -0.18128  -0.392
C -0.78242 -0.33994 -1.38530  -0.264
H -2.11551 2.35874 -1.04731  0.053
H -0.90544 2.65134 0.23919  0.047
H -0.40219 2.21388 -1.38655  0.046
H -0.45566 0.43930 0.62552  0.046
H -2.15475 0.25970 0.19811  0.074
H -1.72859 -0.68968 -1.82175  0.045
H -0.25235 -1.29362 -1.28507  0.002
H -0.15672 0.23413 -2.06481  0.036

For the molar mass, the calculation gives 61.1 g/mol. For the largest force on an atom, the calculation gives 1.4 eV/Å. For the energy above the lowest of the compared OMol25 structures with the same formula, charge and spin, the calculation gives 0.2016 eV. As for the net charge: -1. For the lowest unoccupied orbital energy (spin up / spin down), the calculation gives 4.20 / 4.08 eV. For the HOMO-LUMO gap (spin up / spin down), the calculation gives 2.76 / 9.67 eV. As for the spin multiplicity: 2.

***

[3]
This record from the OMol25 dataset describes a 3-piece molecular cluster, C30H53N5O4P overall. The level of theory is ωB97M-V with the def2-TZVPD basis set.

Last column: Löwdin charge in e.
Geometry (Å):
C 4.49233 -1.68289 4.33709  -0.054
C 4.30730 -0.62555 3.25617  -0.251
O 3.94671 -1.28201 2.02323  -0.204
P 4.19339 -0.61780 0.60478  0.438
O 3.81883 -1.47924 -0.51713  -0.239
C 3.20882 0.91005 0.58801  -0.205
C 1.78245 0.65657 1.11841  -0.194
C 0.67183 1.19140 0.19390  -0.127
N -0.21057 2.16674 0.85590  0.121
C -1.29643 1.86974 1.53617  -0.317
N -1.62073 0.53663 1.69523  0.096
C -2.41051 0.14047 2.88264  -0.145
C -2.76878 1.34539 3.73641  -0.122
C -3.21372 2.53023 2.89072  -0.281
C -4.50401 2.29717 2.09819  -0.133
C -4.70754 3.23788 0.90110  -0.189
C -4.20777 2.62667 -0.41333  -0.196
C -5.14983 1.53561 -0.96645  -0.195
C -4.45253 0.18167 -1.13643  -0.195
C -5.36436 -1.05417 -1.31768  -0.194
C -6.86331 -0.82394 -1.13044  -0.189
C -7.65665 -2.08235 -1.45023  -0.242
O -8.93987 -2.01555 -0.85539  -0.191
C -9.31283 -3.18230 -0.15882  -0.117
N -2.05044 2.87233 2.04131  0.133
O 5.71008 -0.17370 0.71744  -0.216
C 6.34620 0.45411 -0.42643  -0.254
C 7.21744 -0.53133 -1.16092  -0.064
H 4.14758 -2.64573 3.96548  0.083
H 5.53712 -1.78046 4.62523  0.077
H 3.92100 -1.44073 5.23216  0.074
H 5.22058 -0.05302 3.09775  0.110
H 3.50656 0.07135 3.51622  0.107
H 3.71804 1.69956 1.14304  0.101
H 3.17593 1.21081 -0.46041  0.087
H 1.62160 -0.41420 1.24064  0.107
H 1.66668 1.11034 2.10304  0.109
H 1.08890 1.70136 -0.67175  0.125
H 0.05431 0.37799 -0.17372  0.119
H 0.02370 3.14485 0.77404  0.169
H -2.00856 0.17380 0.83000  0.128
H -1.82310 -0.56496 3.46882  0.123
H -3.29719 -0.39081 2.53825  0.118
H -1.88554 1.65603 4.30168  0.128
H -3.53139 1.07746 4.46591  0.134
H -3.35773 3.37736 3.56190  0.153
H -4.54966 1.26257 1.74656  0.106
H -5.33185 2.40606 2.80104  0.128
H -5.76923 3.47072 0.81239  0.118
H -4.22293 4.20575 1.07965  0.108
H -4.03525 3.41229 -1.14991  0.114
H -3.23578 2.15289 -0.22804  0.080
H -5.51847 1.86083 -1.93954  0.120
H -6.00734 1.43713 -0.29956  0.100
H -3.80687 0.25260 -2.01613  0.093
H -3.78666 0.00459 -0.28016  0.073
H -5.06621 -1.81714 -0.59246  0.108
H -5.18826 -1.48658 -2.30417  0.090
H -7.20858 -0.00263 -1.76132  0.117
H -7.08938 -0.55585 -0.09460  0.118
H -7.77951 -2.18850 -2.53358  0.130
H -7.11286 -2.96401 -1.09053  0.118
H -8.65794 -3.36228 0.70184  0.087
H -10.33063 -3.03437 0.19450  0.088
H -9.29140 -4.06655 -0.80454  0.089
H -2.20609 3.62805 1.38671  0.146
H 6.92868 1.28438 -0.02991  0.121
H 5.58436 0.86605 -1.09357  0.109
H 6.63038 -1.34601 -1.58147  0.080
H 7.99927 -0.92413 -0.51268  0.068
H 7.71357 -0.00938 -1.98158  0.086
N -3.80567 -0.87764 -4.44979  0.045
C -4.44361 -0.52381 -5.56441  -0.148
C -4.10458 -0.99485 -6.82363  -0.066
C -3.04519 -1.88065 -6.93527  -0.070
C -2.37208 -2.25807 -5.78430  -0.068
C -2.79047 -1.73115 -4.57239  -0.155
H -5.26863 0.16981 -5.44371  0.105
H -4.66179 -0.67323 -7.69259  0.105
H -2.75076 -2.27106 -7.90050  0.110
H -1.54060 -2.94834 -5.82032  0.104
H -2.28750 -2.01156 -3.65248  0.102
N 10.79315 0.50290 0.26015  0.049
C 10.43144 -0.17197 1.34905  -0.170
C 11.25290 -1.07507 2.00579  -0.073
C 12.52595 -1.29247 1.50299  -0.077
C 12.91786 -0.59810 0.37024  -0.070
C 12.01898 0.28458 -0.21094  -0.154
H 9.42829 0.02277 1.71554  0.096
H 10.90046 -1.59272 2.88745  0.101
H 13.19917 -1.98942 1.98480  0.107
H 13.90082 -0.73387 -0.05939  0.103
H 12.29646 0.84458 -1.09692  0.103

For the molar mass, the calculation gives 578.8 g/mol. For the largest force on an atom, the calculation gives 0.6 eV/Å. As for the net charge: +1. For the lowest unoccupied orbital energy, the calculation gives -2.59 eV. For the HOMO-LUMO gap, the calculation gives 8.44 eV.

***

[4]
This record from the OMol25 dataset describes an isolated molecule of C16H30N4O3. The level of theory is ωB97M-V with the def2-TZVPD basis set.

Last column: Löwdin charge in e.
Geometry (Å):
C -0.21486 -4.59433 1.19480  -0.069
C 0.47823 -3.52464 0.36192  -0.213
N -0.16322 -2.22350 0.48989  -0.069
C -1.46963 -2.02881 -0.12256  -0.146
C -1.40780 -0.98670 -1.23667  -0.246
N -0.32004 -1.28689 -2.17504  0.009
C 0.39535 -1.16936 1.13486  -0.380
O -0.22662 -0.18601 1.48594  0.100
C 1.92954 -1.13869 1.20321  -0.407
O 2.55933 -0.96187 2.23249  0.075
N 2.48627 -1.18213 -0.02527  0.129
C 3.91736 -0.97353 -0.17137  -0.313
C 4.43507 -1.43318 -1.52375  -0.146
C 5.95608 -1.27046 -1.56052  -0.175
C 6.39177 0.16057 -1.24617  -0.155
C 5.80711 0.66013 0.07930  -0.215
C 6.52650 0.00277 1.26386  -0.454
O 7.73711 -0.16891 1.23113  0.053
N 5.78251 -0.33564 2.34095  0.106
C 6.38831 -0.93778 3.52502  -0.415
C 5.31741 -1.70570 4.28359  -0.060
C 7.05515 0.12290 4.39216  -0.055
C 4.29053 0.48941 0.06872  -0.104
H 0.28121 -5.55600 1.05884  0.077
H -0.18025 -4.33372 2.25278  0.083
H -1.26058 -4.71374 0.90840  0.068
H 1.51475 -3.43534 0.68101  0.113
H 0.49464 -3.80671 -0.69508  0.118
H -1.78390 -2.99201 -0.52839  0.117
H -2.20872 -1.72400 0.61995  0.129
H -2.39412 -0.93621 -1.71199  0.111
H -1.20926 -0.01296 -0.79213  0.107
H -0.55292 -2.08518 -2.75521  0.071
H -0.17788 -0.50614 -2.80369  0.072
H 1.87851 -1.26020 -0.83436  0.130
H 4.39449 -1.58835 0.59658  0.147
H 4.15570 -2.47564 -1.69798  0.117
H 3.97287 -0.83192 -2.31627  0.122
H 6.40484 -1.94845 -0.82734  0.121
H 6.34011 -1.56986 -2.53736  0.111
H 7.47811 0.22174 -1.20549  0.112
H 6.04925 0.82730 -2.04416  0.119
H 6.04394 1.72391 0.18011  0.153
H 4.77421 -0.27399 2.31548  0.098
H 7.15801 -1.62708 3.17057  0.139
H 5.74761 -2.17490 5.16844  0.078
H 4.51696 -1.03672 4.60775  0.083
H 4.87010 -2.48087 3.66029  0.076
H 7.55279 -0.34021 5.24604  0.078
H 7.79904 0.66965 3.81430  0.073
H 6.31037 0.82763 4.76870  0.081
H 3.87218 1.08834 -0.74688  0.131
H 3.82792 0.85545 0.98590  0.116

For the molar mass, the calculation gives 326.4 g/mol. For the largest force on an atom, the calculation gives 0.2 eV/Å. For the energy above the lowest of the compared OMol25 structures with the same formula, charge and spin, the calculation gives 0.2718 eV. Its SMILES is CCN(CCN)C(=O)C(=O)N[C@H]1CCC[C@H](C(=O)NC(C)C)C1. For the lowest unoccupied orbital energy, the calculation gives 0.51 eV. For the HOMO-LUMO gap, the calculation gives 9.72 eV.